Entry 1:
C27H37N2O5 | ωB97M-V/def2-TZVPD

Calculated values
- Net charge: +1
- Max |F|: 19.80 eV/Å
- Energy above the lowest of the compared OMol25 structures with the same formula, charge and spin: 544.05 kcal per mole
- Total energy: -41786.4273 eV
- HOMO-LUMO gap: 7.72 eV

Geometry (Å):
C1 2.3247 3.5673 3.0994
H1 2.7585 4.4108 2.3554
O1 2.4771 2.2722 2.3689
C2 2.1445 2.0474 1.2068
C3 1.5605 2.9761 0.3951
C4 0.9770 2.5694 -0.6970
C5 1.2720 1.3534 -1.0930
C6 2.0718 0.3469 -0.6399
C7 2.5394 0.6561 0.6546
O2 3.2520 -0.0099 1.4742
C8 3.6771 -1.4229 0.9305
H2 3.0531 -2.1265 0.6336
H3 4.5319 -0.8946 -0.0262
H4 4.3469 -1.7008 1.6936
H5 2.3248 -0.5845 -1.0607
C9 0.7353 0.7912 -2.5016
C10 -0.6959 1.0449 -2.6442
O3 -1.4620 -0.0742 -2.4729
N1 -1.3795 2.0804 -2.9961
C11 -0.5329 3.2628 -2.7625
H6 0.4367 3.1334 -3.6303
H7 -1.1445 4.0224 -3.0216
C12 0.0087 3.5293 -1.4555
H8 0.6485 4.4510 -1.4158
H9 -0.6931 3.7085 -1.0507
C13 -2.7710 2.2574 -3.1590
H10 -2.9118 1.4965 -3.6541
H11 -2.9738 3.0087 -3.7978
C14 -3.5794 2.3209 -1.6878
H12 -2.9999 2.7127 -0.9436
H13 -4.3918 3.0042 -2.0609
C15 -4.2210 1.0008 -1.5600
N2 -3.4898 -0.0034 -0.9011
C16 -3.9149 -1.2681 -0.9577
H14 -4.1186 -1.5813 -1.9884
H15 -5.1421 -1.5018 -0.4908
H16 -3.2519 -2.0839 -0.7020
C17 -3.1937 0.3693 0.7170
C18 -1.5535 0.3289 0.6934
C19 -0.8721 -1.1071 0.7067
C20 -0.5627 -1.8629 -0.1195
C21 0.2222 -3.1110 0.5739
C22 0.8425 -2.9635 1.7465
C23 0.5196 -1.7815 2.5601
C24 -0.3164 -1.0220 1.8991
C25 -1.0885 0.5757 2.0882
H17 -1.8496 0.5572 2.9207
H18 -0.3713 1.4517 2.3812
H19 0.7531 -1.8623 3.3735
O4 1.6039 -4.0634 2.1885
C26 2.0588 -3.9388 3.3541
H20 2.6682 -3.0438 3.5423
H21 1.1707 -3.9083 3.9478
H22 2.6647 -4.6705 3.5828
O5 0.5355 -3.8499 -0.5258
C27 0.8726 -5.2767 -0.0409
H23 1.0896 -5.8791 -1.0893
H24 0.4471 -5.7390 0.7021
H25 2.0168 -5.3009 0.1588
H26 -1.0046 -1.9258 -1.0966
H27 -1.0251 1.2279 -0.0253
H28 -3.5336 1.3535 0.8344
H29 -3.4525 -0.4109 1.0932
H30 -2.5149 -0.0886 -1.3675
H31 -5.0951 1.3408 -0.7300
H32 -4.7630 0.7053 -2.3635
H33 1.0301 -0.1769 -2.6893
H34 1.0328 1.3111 -3.4237
H35 1.2178 3.8220 1.0284
H36 2.6116 3.5668 4.3085
H37 1.1588 3.6894 3.2448

natural (NBO) atomic charges, in units of e: atom 1 (C): -0.3093, atom 2 (H): 0.2231, atom 3 (O): -0.4856, atom 4 (C): 0.3101, atom 5 (C): -0.3012, atom 6 (C): -0.0949, atom 7 (C): -0.0181, atom 8 (C): -0.3536, atom 9 (C): 0.3982, atom 10 (O): -0.4939, atom 11 (C): -0.2288, atom 12 (H): 0.1835, atom 13 (H): 0.1850, atom 14 (H): 0.2072, atom 15 (H): 0.2363, atom 16 (C): -0.4856, atom 17 (C): 0.7373, atom 18 (O): -0.8038, atom 19 (N): -0.3886, atom 20 (C): -0.1622, atom 21 (H): 0.1878, atom 22 (H): 0.2025, atom 23 (C): -0.3856, atom 24 (H): 0.2384, atom 25 (H): 0.1499, atom 26 (C): -0.1818, atom 27 (H): 0.2044, atom 28 (H): 0.2094, atom 29 (C): -0.4151, atom 30 (H): 0.2192, atom 31 (H): 0.2417, atom 32 (C): -0.1938, atom 33 (N): -0.4908, atom 34 (C): -0.4334, atom 35 (H): 0.2345, atom 36 (H): 0.2038, atom 37 (H): 0.2528, atom 38 (C): -0.1057, atom 39 (C): -0.2937, atom 40 (C): -0.0670, atom 41 (C): -0.1580, atom 42 (C): 0.2628, atom 43 (C): 0.1709, atom 44 (C): -0.2126, atom 45 (C): 0.0638, atom 46 (C): -0.4381, atom 47 (H): 0.2137, atom 48 (H): 0.2318, atom 49 (H): 0.1787, atom 50 (O): -0.4857, atom 51 (C): -0.2075, atom 52 (H): 0.1417, atom 53 (H): 0.1504, atom 54 (H): 0.1900, atom 55 (O): -0.5009, atom 56 (C): -0.2737, atom 57 (H): 0.2051, atom 58 (H): 0.1862, atom 59 (H): 0.1940, atom 60 (H): 0.2462, atom 61 (H): 0.2503, atom 62 (H): 0.2188, atom 63 (H): 0.1766, atom 64 (H): 0.5094, atom 65 (H): 0.1957, atom 66 (H): 0.2306, atom 67 (H): 0.2513, atom 68 (H): 0.2254, atom 69 (H): 0.2085, atom 70 (H): 0.2553, atom 71 (H): 0.1868

=====

Entry 2:
C4H8O2 | ωB97M-V/def2-TZVPD

Calculated values
- Net charge: 0
- Max |F|: 0.49 eV/Å
- Energy above the lowest of the compared OMol25 structures with the same formula, charge and spin: 8.93 kcal per mole
- Total energy: -8372.8947 eV
- SMILES string: CCC(=O)OC
- HOMO-LUMO gap: 11.37 eV

Geometry (Å):
C1 -2.2084 -0.2189 -0.0090
C2 -1.0239 0.5587 0.5627
C3 0.2377 0.2574 -0.2131
O1 0.3066 0.1362 -1.4136
O2 1.2925 0.1176 0.6106
C4 2.5094 -0.3019 -0.0056
H1 -3.1209 -0.0103 0.5579
H2 -2.3725 0.0473 -1.0566
H3 -2.0225 -1.2976 0.0355
H4 -1.2105 1.6385 0.5019
H5 -0.8461 0.3165 1.6133
H6 3.2928 -0.1205 0.7308
H7 2.4509 -1.3696 -0.2405
H8 2.6980 0.2587 -0.9227

natural (NBO) atomic charges, in units of e: atom 1 (C): -0.5996, atom 2 (C): -0.5036, atom 3 (C): 0.7961, atom 4 (O): -0.6027, atom 5 (O): -0.5088, atom 6 (C): -0.2659, atom 7 (H): 0.2110, atom 8 (H): 0.2244, atom 9 (H): 0.2078, atom 10 (H): 0.2317, atom 11 (H): 0.2248, atom 12 (H): 0.1945, atom 13 (H): 0.1876, atom 14 (H): 0.2027

=====

Entry 3:
C4H10NO | ωB97M-V/def2-TZVPD

Calculated values
- Net charge: -1
- Max |F|: 1.05 eV/Å
- Energy above the lowest of the compared OMol25 structures with the same formula, charge and spin: 20.51 kcal per mole
- Total energy: -7846.6468 eV
- SMILES string: CNCCC[O-]
- HOMO-LUMO gap: 6.20 eV

Geometry (Å):
C1 -0.1310 -1.2517 -1.9974
N1 0.9421 -1.1536 -1.0295
C2 0.4516 -1.1207 0.3791
C3 0.4625 0.2788 0.9990
C4 -0.5499 1.3402 0.5029
O1 -1.1200 2.0356 1.4902
H1 -0.5243 -2.2760 -2.0136
H2 -0.9764 -0.5930 -1.8120
H3 0.2237 -0.9967 -2.9982
H4 1.4062 -0.2618 -1.1841
H5 -0.5434 -1.5704 0.3531
H6 1.1638 -1.7018 0.9776
H7 1.5076 0.6067 0.9813
H8 0.2706 0.1605 2.0781
H9 -1.2786 0.7789 -0.1426
H10 0.0189 1.9771 -0.2286

natural (NBO) atomic charges, in units of e: atom 1 (C): -0.4124, atom 2 (N): -0.6463, atom 3 (C): -0.2166, atom 4 (C): -0.4521, atom 5 (C): -0.0071, atom 6 (O): -0.9504, atom 7 (H): 0.1676, atom 8 (H): 0.1778, atom 9 (H): 0.1785, atom 10 (H): 0.3450, atom 11 (H): 0.1738, atom 12 (H): 0.1665, atom 13 (H): 0.1611, atom 14 (H): 0.2090, atom 15 (H): 0.0532, atom 16 (H): 0.0523

=====

In the order shown, the computed molar mass values come out to 469.60; 88.11; 88.13 g/mol.